This record from OMol25 describes 4 unconnected molecules or ions with the total composition C40H60BF5N3O10Si in a non-equilibrium geometry. The level of theory is wB97M-V/def2-TZVPD.

```
! RIJCOSX wB97M-V def2-TZVPD def2/J DEFGRID3
* xyz 1 1
C -7.704 -4.661 1.998
C -6.574 -5.520 2.559
C -5.302 -5.491 1.680
C -4.047 -5.021 2.430
C -3.910 -3.487 2.497
C -2.496 -2.960 2.150
C -1.949 -2.028 3.237
C -0.746 -1.131 2.841
C -0.243 -1.268 1.392
C 1.220 -0.833 1.207
C 2.314 -1.860 1.572
C 2.068 -2.698 2.807
C 2.891 -2.503 3.914
C 2.689 -3.217 5.082
C 1.647 -4.124 5.181
C 0.829 -4.339 4.078
C 1.056 -3.650 2.904
C 1.399 -0.405 -0.278
C 2.264 0.899 -0.382
B 3.673 0.409 -1.009
N 4.199 0.842 -2.304
O 4.392 -0.498 -0.290
C 1.541 2.052 -1.074
F 0.354 2.285 -0.376
F 2.317 3.176 -0.868
C 1.179 1.886 -2.547
C 1.381 3.138 -3.401
Si 0.384 3.132 -5.008
C 1.159 2.020 -6.300
C -1.348 2.496 -4.622
C 0.223 4.911 -5.578
C -0.783 5.297 -6.470
C -0.912 6.615 -6.871
C -0.044 7.580 -6.380
C 0.970 7.217 -5.507
C 1.100 5.893 -5.112
C 2.394 1.367 1.100
N 3.738 1.386 1.656
N 1.490 0.469 1.904
H -8.575 -4.701 2.651
H -8.011 -5.026 1.017
H -7.369 -3.629 1.897
H -6.909 -6.552 2.662
H -6.311 -5.154 3.553
H -5.478 -4.845 0.817
H -5.110 -6.495 1.297
H -3.176 -5.447 1.927
H -4.097 -5.447 3.433
H -4.214 -3.123 3.478
H -4.608 -3.073 1.768
H -2.538 -2.465 1.181
H -1.847 -3.836 2.099
H -2.764 -1.400 3.595
H -1.638 -2.643 4.082
H 0.061 -1.287 3.556
H -1.062 -0.090 2.978
H -0.858 -0.621 0.766
H -0.280 -2.294 1.044
H 3.216 -1.282 1.776
H 2.554 -2.484 0.714
H 3.713 -1.798 3.874
H 3.327 -3.097 5.946
H 1.458 -4.663 6.098
H 0.000 -5.034 4.120
H 0.417 -3.872 2.061
H 1.946 -1.209 -0.771
H 0.481 -0.336 -0.858
H 3.860 0.270 -3.071
H 3.950 1.799 -2.527
H 4.875 -1.087 -0.883
H 1.721 1.045 -2.975
H 0.124 1.607 -2.559
H 1.027 4.009 -2.844
H 2.442 3.322 -3.586
H 2.248 2.040 -6.278
H 0.856 0.991 -6.086
H 0.805 2.246 -7.304
H -2.046 2.955 -5.319
H -1.412 1.412 -4.700
H -1.634 2.811 -3.617
H -1.480 4.565 -6.860
H -1.692 6.914 -7.559
H -0.154 8.614 -6.677
H 1.654 7.954 -5.109
H 1.904 5.646 -4.430
H 1.958 2.349 1.274
H 3.707 1.769 2.597
H 4.276 2.067 1.128
H 1.728 0.398 2.896
H 0.590 0.958 1.896
C 4.276 -1.854 9.153
C 3.535 -0.783 9.928
O 2.451 -0.491 9.065
C 2.188 -1.602 8.327
O 1.203 -1.773 7.694
O 3.215 -2.484 8.423
F 4.281 0.330 10.106
H 4.985 -1.408 8.455
H 4.786 -2.576 9.783
H 3.146 -1.106 10.895
C -1.175 12.220 -9.908
C -0.161 11.352 -9.189
O -0.989 10.403 -8.544
C -2.132 10.272 -9.280
O -2.909 9.391 -9.157
O -2.229 11.288 -10.166
F 0.543 12.038 -8.259
H -1.538 13.014 -9.254
H -0.808 12.647 -10.836
H 0.538 10.831 -9.846
C -1.038 -8.961 1.826
C -0.142 -7.805 1.427
O -0.664 -6.742 2.205
C -1.231 -7.283 3.324
O -1.538 -6.660 4.283
O -1.383 -8.613 3.172
F -0.250 -7.490 0.115
H -1.939 -8.984 1.212
H -0.546 -9.928 1.797
H 0.913 -7.940 1.670
*
```

HOMO energy, eV: -10.71
Largest force on an atom, hartree/bohr: 0.031

***

This record from OMol25 describes a molecular structure, C40H60BN8O3PbS3. The level of theory is wB97M-V/def2-TZVPD.

```
! RIJCOSX wB97M-V def2-TZVPD def2/J DEFGRID3
* xyz 1 1
Pb 0.648 0.085 -1.032
C -0.756 4.500 -2.513
C -0.842 4.434 -1.022
C -0.450 5.460 -0.238
C -0.546 5.378 1.183
N -0.947 4.292 1.755
N -1.310 3.232 0.975
B -1.665 2.084 1.899
N -2.240 0.748 1.429
N -3.161 1.594 1.930
C -4.433 1.354 1.952
C -4.803 0.047 1.518
C -3.893 -0.854 1.067
C -4.307 -2.215 0.614
C -2.491 -0.463 0.945
S -1.392 -1.453 0.163
C -5.426 2.405 2.381
C -6.185 1.884 3.609
C -6.401 2.626 1.214
C -4.709 3.714 2.702
N -0.978 2.114 3.246
N -1.728 2.652 4.240
C -1.186 2.769 5.414
C 0.175 2.396 5.628
C 0.915 1.841 4.641
C 2.330 1.407 4.859
C 0.280 1.637 3.361
S 1.012 0.814 2.097
C -2.093 3.286 6.531
C -3.267 2.310 6.674
C -1.354 3.374 7.867
C -2.628 4.675 6.170
C -1.382 3.250 -0.383
S -2.051 1.995 -1.280
C -0.166 6.559 2.058
C 1.278 6.976 1.751
C -1.122 7.718 1.740
C -0.287 6.195 3.534
H -0.152 5.352 -2.818
H -1.752 4.593 -2.948
H -0.326 3.583 -2.916
H -0.046 6.358 -0.690
H -5.849 -0.228 1.547
H -5.342 -2.413 0.881
H -3.662 -2.980 1.047
H -4.189 -2.290 -0.469
H -6.771 0.994 3.375
H -6.875 2.654 3.959
H -5.505 1.639 4.424
H -7.045 1.761 1.045
H -5.868 2.845 0.287
H -7.043 3.476 1.444
H -3.942 3.583 3.466
H -5.440 4.440 3.058
H -4.229 4.129 1.812
H 0.624 2.557 6.597
H 2.773 1.968 5.680
H 2.923 1.535 3.957
H 2.359 0.345 5.111
H -2.919 1.287 6.834
H -3.883 2.327 5.776
H -3.889 2.593 7.525
H -0.983 2.402 8.199
H -2.043 3.738 8.629
H -0.514 4.071 7.824
H -3.214 4.645 5.250
H -1.815 5.389 6.034
H -3.269 5.040 6.974
H 1.402 7.334 0.728
H 1.970 6.145 1.908
H 1.570 7.789 2.417
H -1.106 7.985 0.682
H -0.831 8.603 2.308
H -2.147 7.461 2.012
H 0.375 5.367 3.799
H -1.304 5.893 3.783
H -0.020 7.061 4.142
C 1.192 -6.054 -4.677
O 2.026 -6.244 -3.543
C 2.166 -5.216 -2.683
C 3.018 -5.465 -1.587
C 3.215 -4.469 -0.681
C 2.601 -3.196 -0.787
C 2.920 -2.176 0.179
C 3.832 -2.481 1.343
O 2.493 -1.010 0.110
C 1.726 -2.963 -1.884
O 1.066 -1.857 -2.090
C 1.536 -4.000 -2.827
H 1.239 -6.979 -5.241
H 1.556 -5.229 -5.294
H 0.161 -5.860 -4.372
H 3.494 -6.431 -1.497
H 3.877 -4.660 0.153
H 4.837 -2.726 0.996
H 3.466 -3.330 1.920
H 3.874 -1.599 1.976
H 0.875 -3.791 -3.656
C -1.002 -1.768 -5.842
C -2.004 -1.595 -4.697
C -3.074 -0.577 -5.081
C -2.646 -2.939 -4.370
N -1.360 -1.168 -3.439
N -0.540 -0.004 -3.521
H -1.492 -2.196 -6.719
H -0.190 -2.439 -5.551
H -0.570 -0.816 -6.157
H -3.718 -0.975 -5.866
H -2.635 0.348 -5.462
H -3.692 -0.335 -4.214
H -3.264 -3.285 -5.199
H -3.272 -2.852 -3.480
H -1.884 -3.699 -4.175
H -0.739 -1.897 -3.099
H -1.145 0.798 -3.663
H 0.122 -0.055 -4.294
*
```

HOMO energy, eV: -9.83
Largest force on an atom, hartree/bohr: 0.010

***

This record from OMol25 describes a molecular structure, C40H60O30 in a non-equilibrium geometry. The level of theory is wB97M-V/def2-TZVPD.

```
! RIJCOSX wB97M-V def2-TZVPD def2/J DEFGRID3
* xyz 0 1
C 4.919 5.126 1.684
C 4.697 4.196 0.494
C 5.879 3.282 0.302
O 5.297 2.075 -0.111
C 3.990 2.095 0.288
O 3.194 1.142 0.186
O 3.710 3.285 0.823
H 3.958 5.422 2.104
H 5.416 6.065 1.437
H 5.498 4.661 2.482
H 4.378 4.688 -0.424
H 6.528 3.083 1.154
H 6.365 3.863 -0.482
C 1.323 0.821 -0.493
C 0.268 -0.034 0.173
C -0.263 0.468 1.559
O -1.682 0.383 1.380
C -2.043 0.106 0.082
O -3.160 -0.005 -0.286
O -0.892 0.014 -0.674
H 1.151 1.896 -0.533
H 1.541 0.523 -1.518
H 2.249 0.614 0.045
H 0.695 -1.025 0.331
H 0.042 1.509 1.662
H 0.026 -0.196 2.374
C -5.509 -0.760 -0.757
C -5.321 0.674 -1.425
C -4.334 1.574 -0.812
O -3.634 2.097 -1.889
C -3.766 1.374 -2.965
O -3.183 1.373 -4.027
O -4.772 0.509 -2.737
H -4.536 -1.251 -0.745
H -6.080 -1.521 -1.289
H -5.937 -0.625 0.236
H -6.283 1.176 -1.534
H -3.796 1.053 -0.020
H -4.937 2.375 -0.384
C -2.306 -1.192 5.253
C -2.066 -0.181 4.105
C -3.076 -0.354 2.948
O -4.032 0.646 3.178
C -3.709 1.409 4.259
O -4.420 2.263 4.777
O -2.497 1.059 4.719
H -2.000 -2.155 4.842
H -3.370 -1.291 5.465
H -1.674 -0.996 6.120
H -1.042 -0.105 3.740
H -3.563 -1.326 3.031
H -2.664 -0.146 1.961
C -0.772 -1.801 1.714
C -1.431 -3.196 1.388
C -0.840 -4.368 2.123
O -1.835 -4.979 2.899
C -3.048 -4.389 2.596
O -4.126 -4.753 2.994
O -2.772 -3.256 1.912
H -0.933 -1.479 2.743
H -1.312 -1.140 1.035
H 0.275 -1.741 1.416
H -1.433 -3.300 0.303
H -0.052 -4.066 2.813
H -0.396 -5.014 1.366
C 3.947 -1.308 -0.511
C 3.222 -1.846 -1.743
C 1.728 -2.203 -1.617
O 1.031 -1.506 -2.603
C 1.865 -0.710 -3.254
O 1.510 0.086 -4.116
O 3.128 -0.874 -2.737
H 4.923 -0.931 -0.817
H 4.184 -2.021 0.279
H 3.334 -0.514 -0.084
H 3.690 -2.738 -2.158
H 1.360 -1.987 -0.614
H 1.801 -3.287 -1.695
C 1.577 3.857 0.248
C 1.674 4.415 -1.154
C 1.151 5.828 -1.298
O 2.160 6.558 -2.087
C 3.281 5.805 -2.069
O 4.297 6.111 -2.693
O 3.067 4.634 -1.426
H 1.738 2.779 0.285
H 0.557 3.981 0.611
H 2.317 4.245 0.948
H 1.224 3.794 -1.927
H 0.932 6.309 -0.345
H 0.188 5.793 -1.809
C 2.543 -4.349 3.702
C 2.972 -3.267 2.756
C 2.628 -3.502 1.300
O 2.191 -2.201 0.841
C 2.055 -1.378 1.830
O 1.585 -0.242 1.681
O 2.321 -2.009 3.018
H 3.187 -5.208 3.515
H 1.517 -4.670 3.529
H 2.730 -4.043 4.732
H 4.045 -3.115 2.874
H 1.779 -4.182 1.228
H 3.489 -3.896 0.760
C -1.144 -0.299 -3.620
C -1.066 1.272 -3.663
C -0.902 1.893 -2.210
O 0.171 2.743 -2.405
C 0.677 2.740 -3.650
O 1.538 3.507 -4.110
O 0.113 1.779 -4.341
H -1.583 -0.640 -4.558
H -1.821 -0.532 -2.798
H -0.215 -0.816 -3.381
H -1.950 1.651 -4.176
H -0.721 1.090 -1.496
H -1.864 2.341 -1.957
C -2.519 -3.446 -3.806
C -2.347 -2.344 -2.718
C -3.165 -2.552 -1.486
O -2.195 -2.344 -0.413
C -0.934 -2.346 -0.979
O 0.059 -2.088 -0.337
O -1.012 -2.426 -2.284
H -1.996 -3.120 -4.706
H -3.551 -3.497 -4.153
H -2.196 -4.438 -3.490
H -2.502 -1.337 -3.104
H -3.770 -3.453 -1.598
H -3.939 -1.801 -1.330
*
```

HOMO energy, eV: -8.30
Largest force on an atom, hartree/bohr: 0.311
Energy above the lowest of the compared OMol25 structures with the same formula, charge and spin, eV: 38.604

***

This record from OMol25 describes a molecular structure, C40H61CsN6O2P. The level of theory is wB97M-V/def2-TZVPD.

```
! RIJCOSX wB97M-V def2-TZVPD def2/J DEFGRID3
* xyz -1 1
Cs -0.288 0.204 -1.459
C -1.186 1.941 3.474
C -0.881 3.024 2.438
C 0.346 2.654 1.601
C -2.070 3.453 1.593
C -2.486 4.770 1.739
C -3.488 5.310 0.952
C -4.044 4.514 -0.032
C -3.663 3.189 -0.218
C -4.306 2.473 -1.399
C -5.339 1.422 -0.982
C -3.318 1.871 -2.402
C -2.706 2.618 0.649
N -2.308 1.282 0.515
C -2.939 0.320 1.157
C -2.767 -1.082 1.047
N -1.896 -1.772 0.311
C -2.137 -3.115 0.066
C -1.045 -4.013 0.080
C -1.261 -5.372 -0.082
C -2.532 -5.887 -0.288
C -3.588 -5.001 -0.404
C -3.416 -3.630 -0.267
C -4.587 -2.740 -0.659
C -5.791 -2.905 0.269
C -4.992 -2.996 -2.114
C 0.381 -3.522 0.210
C 1.191 -4.326 1.228
C 1.089 -3.549 -1.150
H -0.326 1.816 4.136
H -1.386 0.982 2.999
H -2.054 2.211 4.080
H -0.607 3.923 3.001
H 0.215 1.693 1.112
H 1.215 2.561 2.257
H 0.549 3.406 0.836
H -1.994 5.389 2.480
H -3.804 6.337 1.078
H -4.791 4.933 -0.698
H -4.853 3.258 -1.932
H -4.866 0.604 -0.440
H -5.830 1.005 -1.865
H -6.103 1.859 -0.337
H -2.921 0.954 -1.975
H -2.485 2.533 -2.653
H -3.853 1.606 -3.318
H -3.738 0.599 1.858
H -3.482 -1.647 1.658
H -0.415 -6.049 -0.048
H -2.688 -6.953 -0.395
H -4.575 -5.384 -0.643
H -4.261 -1.703 -0.603
H -6.146 -3.938 0.268
H -6.617 -2.266 -0.054
H -5.538 -2.640 1.296
H -5.403 -4.000 -2.241
H -4.131 -2.901 -2.778
H -5.751 -2.277 -2.431
H 0.380 -2.485 0.552
H 1.356 -5.351 0.889
H 0.680 -4.366 2.191
H 2.165 -3.870 1.383
H 1.159 -4.572 -1.525
H 2.104 -3.150 -1.060
H 0.563 -2.959 -1.902
N 3.296 2.268 -1.059
C 3.087 2.672 -2.453
C 3.285 4.172 -2.707
C 4.767 4.554 -2.842
C 5.259 4.480 -4.307
N 4.952 3.268 -5.050
C 5.667 2.073 -4.866
N 6.367 1.886 -3.644
N 4.991 0.900 -5.261
C 1.696 2.169 -2.846
O 0.712 2.866 -2.499
O 1.654 1.040 -3.404
H 2.644 2.784 -0.474
H 4.234 2.511 -0.756
H 3.793 2.111 -3.050
H 2.791 4.727 -1.908
H 2.760 4.452 -3.627
H 5.366 3.891 -2.213
H 4.944 5.573 -2.485
H 6.339 4.649 -4.364
H 4.790 5.303 -4.855
H 3.954 3.114 -5.149
H 6.981 2.658 -3.427
H 6.914 1.038 -3.700
H 4.601 1.004 -6.187
H 4.225 0.656 -4.621
C 1.500 -0.630 5.660
P 1.421 -0.742 3.824
C -0.117 -1.737 3.664
C 2.699 -2.026 3.515
C 2.774 -3.233 4.210
C 3.744 -4.171 3.902
C 4.654 -3.919 2.883
C 4.590 -2.727 2.178
C 3.619 -1.787 2.498
H 1.285 -1.587 6.139
H 0.768 0.104 6.000
H 2.490 -0.290 5.962
H -0.063 -2.670 4.228
H -0.320 -1.953 2.615
H -0.951 -1.140 4.037
H 2.060 -3.454 4.995
H 3.783 -5.105 4.447
H 5.406 -4.657 2.635
H 5.290 -2.530 1.377
H 3.559 -0.859 1.939
*
```

HOMO energy (alpha / beta), eV: -3.60 / -3.30
Largest force on an atom, hartree/bohr: 0.013
Energy above the lowest of the compared OMol25 structures with the same formula, charge and spin, eV: 0.000